This record from the Open Molecules 2025 dataset describes a molecular structure, C68H47N4S2SbTa. The level of theory is ωB97M-V with the def2-TZVPD basis set.

Computed properties:
Total charge: +1
ΔE to the lowest compared entry with this formula, charge and spin (eV): 1.141
2S+1: 1

Geometry (Å):
C -3.472 1.660 -0.196
C -2.836 2.130 -1.337
C -5.506 2.750 -0.905
C -1.562 -2.670 -5.031
H -5.823 -5.889 3.585
H -1.933 -2.779 4.282
H 5.052 3.770 0.959
C -2.207 -2.529 1.480
H 6.923 2.792 -1.975
C -0.716 3.835 4.277
H 4.039 0.192 3.299
C 4.538 0.397 -1.698
C -2.844 -2.605 -2.025
C -3.977 -5.715 2.502
C -1.917 4.889 -0.257
C 1.449 1.222 4.533
H 8.133 0.905 -3.027
H -2.041 -3.795 -6.794
C 0.201 -0.613 -2.916
H -6.135 -3.441 3.789
C 2.599 2.011 4.712
H -6.549 2.985 -0.732
C 3.516 0.266 2.360
C -1.375 -2.017 3.758
H -3.055 0.369 -6.890
N -0.463 -0.856 1.992
H -3.887 -3.719 -0.463
H 0.993 5.400 3.277
C 0.449 1.344 5.510
C 4.255 5.151 2.405
S -1.152 1.720 -1.649
C 4.048 0.127 1.123
C 5.219 -0.660 -2.294
C 2.975 0.173 0.195
H 7.037 -1.304 -3.227
C 2.121 0.029 -2.068
H -0.147 2.130 7.407
C -2.893 4.283 5.197
H -2.138 0.639 -4.600
C -3.531 2.901 -2.266
H -3.519 4.571 6.034
N 1.761 0.258 0.874
H -3.011 -1.852 -7.983
C -1.517 4.199 5.354
N 0.816 -0.298 -1.720
H -1.060 4.421 6.314
H -3.273 6.137 -1.350
H -5.404 3.813 -2.773
C 0.650 2.071 6.673
H -3.350 -2.870 -2.941
C -0.515 -1.122 4.281
H -1.468 7.461 -2.420
H 0.900 6.947 -1.908
C -2.637 -0.486 -6.370
Ta -0.327 0.237 0.098
H -0.530 0.919 5.343
C 7.126 0.764 -2.654
H -3.837 -6.785 2.411
S -2.587 0.717 0.998
H -2.726 4.327 0.186
C -1.592 -1.425 -4.408
H -3.147 3.389 1.950
H -3.014 3.270 -3.147
C 1.188 0.433 3.288
C -3.114 -3.032 -0.777
H -1.130 -3.519 -4.510
C -5.265 -3.837 3.279
C -4.327 -2.969 2.736
H 5.086 -0.016 0.860
C -1.388 -1.826 2.341
C -4.813 1.978 0.020
C 0.105 6.370 -1.448
C 0.071 -0.394 3.187
H 3.329 2.110 3.928
C -4.867 3.210 -2.051
C -2.072 -2.823 -6.315
C -2.233 5.917 -1.136
H -4.458 -1.894 2.817
H -5.309 1.610 0.913
C -2.613 -1.732 -6.983
H 1.990 3.346 7.768
H 0.839 -0.559 -5.047
C -1.282 3.557 3.035
C 3.109 5.604 3.050
C -2.126 -0.332 -5.086
C 5.158 1.638 -1.581
C -2.182 -2.391 0.106
C 3.152 0.206 -1.174
C -3.039 -4.846 1.958
H 4.734 -1.627 -2.382
C -5.091 -5.211 3.162
H -2.168 -5.236 1.441
C -1.037 -1.228 -3.033
C 2.941 3.496 1.251
H 4.624 2.463 -1.119
C 6.511 -0.477 -2.768
C 1.882 5.000 2.802
C -2.669 3.621 2.891
N -1.326 -1.586 -0.609
C 0.423 5.348 -0.558
H 3.693 3.352 5.961
H 5.209 5.627 2.599
H 0.353 3.764 4.425
Sb -0.055 3.028 1.382
C 1.836 2.763 6.868
H 3.167 6.442 3.735
H 1.465 5.148 -0.340
C -1.704 -1.736 -1.940
C 2.794 2.755 5.863
C 1.796 3.915 1.925
C 2.102 0.385 2.208
H 3.194 0.220 -4.009
H -4.540 4.051 3.835
H 2.885 2.709 0.514
C -1.221 6.658 -1.735
C 4.168 4.109 1.490
C 6.449 1.822 -2.061
C 2.273 0.007 -3.486
C -0.587 4.600 0.043
C -3.467 3.991 3.965
H -0.208 -1.049 5.311
C -3.210 -3.470 2.072
C 1.087 -0.387 -4.010